Version w
One molecule with the formula C11H8N2, computed with wB97M-V/def2-TZVPD.

Output
orbital gap (spin up / spin down) = 0.2391 / 0.2833 Eh
highest occupied orbital energy (spin up / spin down) = -8.21 / -9.62 eV

Structure (ORCA input):
```
! wB97M-V def2-TZVPD RIJCOSX def2/J DEFGRID3
* xyz 0 1
C -3.28 1.75 -0.19
C 2.69 1.82 -0.70
C -0.04 -2.00 -0.94
C -1.45 -1.87 -1.03
C 0.68 -0.89 -0.48
C -2.02 -0.73 -0.60
C 0.08 0.22 0.05
C -1.29 0.42 -0.25
C 0.93 1.29 0.79
C -1.92 1.59 -0.04
C 2.40 1.19 0.44
N -4.41 1.92 -0.35
N 2.71 2.40 -1.71
H 0.41 -2.77 -1.58
H -2.15 -2.64 -1.09
H 1.80 -0.76 -0.46
H -3.01 -0.46 -1.07
H 0.61 2.28 0.36
H 0.87 1.28 1.92
H -1.41 2.47 0.22
H 2.94 0.33 0.86
*
```

=====

Version x
One molecule with the formula C11H8N2, computed with wB97M-V/def2-TZVPD.

Output
SMILES string = c1ccc2c(c1)ncc1cccn12
orbital gap = 0.2847 Eh
highest occupied orbital energy = -7.94 eV

Structure (ORCA input):
```
! wB97M-V def2-TZVPD RIJCOSX def2/J DEFGRID3
* xyz 0 1
C -3.15 -1.01 0.05
C -3.17 0.41 0.11
C -1.80 0.73 0.03
C -1.12 2.02 0.11
C 0.93 1.00 -0.14
C 2.31 1.09 -0.07
C 3.35 0.15 -0.01
C 2.83 -1.19 0.14
C 1.39 -1.40 0.17
C 0.50 -0.36 -0.13
C -1.81 -1.35 -0.29
H -4.00 -1.78 0.29
H -3.93 1.00 0.09
H -1.77 2.95 0.45
H 2.52 2.19 -0.09
H 4.44 0.49 -0.05
H 3.37 -1.97 -0.31
H 1.11 -2.44 0.73
H -1.12 -2.35 -0.61
N 0.20 2.15 -0.15
N -1.09 -0.32 -0.29
*
```

=====

What should be chosen as the most stable of them? Choose version x.

=====

Version w
A 2-piece molecular cluster, C3H8FNO overall, computed with wB97M-V/def2-TZVPD.

Output
orbital gap = 0.3450 Eh
highest occupied orbital energy = -8.69 eV

Structure (ORCA input):
```
! wB97M-V def2-TZVPD RIJCOSX def2/J DEFGRID3
* xyz 0 1
C 0.74 1.25 -1.12
C 0.87 0.30 0.02
C -0.27 -0.74 0.15
N -1.54 -0.35 -0.07
O -0.24 -1.10 2.30
F -0.06 -1.98 -0.25
H -0.19 1.73 -0.96
H 0.77 0.93 -2.10
H 1.44 2.08 -1.05
H 1.79 -0.19 -0.20
H 0.99 0.85 0.97
H -2.01 0.50 0.36
H -2.09 -1.18 -0.13
H -0.22 -2.11 2.08
*
```

=====

Version x
One molecule with the formula C3H8FNO, computed with wB97M-V/def2-TZVPD.

Output
SMILES string = NC[C@@H](F)CO
orbital gap = 0.3894 Eh
highest occupied orbital energy = -9.55 eV

Structure (ORCA input):
```
! wB97M-V def2-TZVPD RIJCOSX def2/J DEFGRID3
* xyz 0 1
C -1.31 -0.74 0.13
C 0.01 -0.11 -0.29
C 1.33 -0.79 0.15
H -3.33 -0.15 0.01
H -2.19 1.03 0.23
H -1.19 -1.00 1.26
H -1.39 -1.65 -0.41
H -0.02 0.09 -1.41
H 1.29 -1.15 1.19
H 1.42 -1.71 -0.40
H 2.11 1.04 -0.13
N -2.42 0.17 -0.19
O 2.36 0.11 -0.15
F 0.13 1.25 0.25
*
```

=====

What should be chosen as the most stable of them? Choose version x.

=====

Version w
C2ClF5 as an isolated structure, computed with wB97M-V/def2-TZVPD.

Output
orbital gap = 0.4509 Eh
highest occupied orbital energy = -12.70 eV

Structure (ORCA input):
```
! wB97M-V def2-TZVPD RIJCOSX def2/J DEFGRID3
* xyz 0 1
C -0.41 -0.17 -0.66
C 0.57 0.18 0.48
F 0.22 -0.20 -1.92
F -1.37 0.81 -0.77
F -1.08 -1.34 -0.44
F 1.27 1.32 0.37
F -0.50 0.60 1.79
Cl 1.30 -1.20 1.15
*
```

=====

Version x
One molecule with the formula C2ClF5, computed with wB97M-V/def2-TZVPD.

Output
SMILES string = FC(F)(F)C(F)(F)Cl
orbital gap = 0.4893 Eh
highest occupied orbital energy = -12.63 eV

Structure (ORCA input):
```
! wB97M-V def2-TZVPD RIJCOSX def2/J DEFGRID3
* xyz 0 1
C -0.32 0.14 -0.58
C 0.43 -0.05 0.70
F 0.02 1.31 -1.16
F -1.69 0.13 -0.55
F 0.00 -0.84 -1.43
F -0.49 -0.26 1.66
F 1.17 -1.19 0.57
Cl 1.48 1.27 1.23
*
```

=====

What should be chosen as the most stable of them? Choose version x.